Record 1
C54H162O27 | ωB97M-V/def2-TZVPD

Last column: Mulliken charge in e.
Cartesian coordinates (Å):
C -2.733 -0.599 -5.680  -1.43
C -2.249 -1.522 -4.495  1.00
O -2.525 -2.899 -4.770  -0.43
H -2.337 -0.954 -6.631  0.35
H -2.361 0.406 -5.482  0.19
H -3.815 -0.495 -5.591  0.50
H -2.673 -1.195 -3.546  -0.10
H -1.184 -1.302 -4.415  -0.36
H -3.386 -2.846 -5.191  0.30
C 0.150 6.133 0.987  2.02
C 0.197 7.559 1.326  -0.82
O -0.659 7.896 2.404  -0.52
H 0.468 5.583 1.873  -0.09
H 0.746 5.840 0.123  -0.85
H -0.865 5.884 0.678  -0.79
H -0.065 8.030 0.379  0.31
H 1.219 7.884 1.523  0.39
H -0.560 8.838 2.560  0.28
C 4.357 3.439 0.587  -0.95
C 3.230 2.702 -0.164  0.66
O 2.363 3.584 -0.888  -0.24
H 4.976 4.135 0.022  0.24
H 4.969 2.728 1.142  -0.03
H 3.787 3.962 1.356  0.30
H 2.614 2.056 0.461  -0.51
H 3.606 1.964 -0.871  0.12
H 1.567 3.543 -0.353  -0.25
C 0.954 0.332 6.100  -0.86
C -0.084 -0.685 5.517  -0.37
O -0.557 -0.306 4.226  -0.06
H 1.118 0.125 7.158  0.49
H 0.551 1.343 6.046  0.07
H 1.904 0.304 5.567  0.03
H -0.998 -0.717 6.110  0.37
H 0.201 -1.735 5.582  0.27
H -1.046 -1.066 3.903  -0.12
C -2.989 -2.957 1.386  0.56
C -2.975 -2.931 2.900  0.28
O -1.645 -2.794 3.348  -0.50
H -3.993 -3.120 0.994  0.09
H -2.328 -3.708 0.953  -0.37
H -2.497 -2.086 0.952  -0.19
H -3.499 -3.776 3.347  0.30
H -3.595 -2.076 3.171  -0.45
H -1.166 -3.548 2.997  0.13
C -4.122 0.802 4.576  -0.24
C -5.549 0.410 4.279  -0.29
O -6.422 0.530 5.317  -0.60
H -3.499 0.556 3.716  -0.36
H -3.737 0.118 5.333  0.37
H -4.010 1.829 4.924  0.37
H -5.502 -0.603 3.879  0.09
H -5.943 1.124 3.555  0.32
H -6.463 1.457 5.563  0.36
C 0.324 -0.736 0.546  2.13
C -0.030 -0.501 -0.914  0.01
O -0.904 0.635 -0.969  0.33
H -0.545 -0.829 1.196  -0.94
H 0.892 0.117 0.918  -1.07
H 0.926 -1.635 0.677  -0.18
H -0.479 -1.391 -1.354  0.24
H 0.841 -0.118 -1.445  -0.24
H -0.569 1.299 -0.362  -0.42
C 0.163 -3.058 -7.010  -1.11
C 1.116 -3.992 -6.159  -0.27
O 0.661 -3.863 -4.812  -0.34
H 0.546 -2.932 -8.023  0.47
H 0.126 -2.034 -6.639  0.20
H -0.882 -3.358 -7.084  0.32
H 2.188 -3.794 -6.169  0.36
H 1.012 -5.027 -6.484  0.26
H -0.261 -3.597 -4.781  -0.02
C -3.354 1.667 1.172  0.85
C -3.573 3.078 1.584  0.08
O -2.455 3.862 1.162  0.30
H -2.403 1.342 1.592  -0.39
H -3.239 1.475 0.105  0.22
H -4.111 1.044 1.648  -0.80
H -3.610 3.055 2.673  -0.23
H -4.490 3.428 1.111  0.20
H -2.494 4.724 1.582  -0.42
C 2.112 4.277 5.640  -0.65
C 3.454 3.526 5.369  -0.49
O 3.199 2.333 4.623  -0.20
H 1.489 3.831 6.416  0.29
H 1.535 4.366 4.720  -0.21
H 2.297 5.246 6.104  0.49
H 3.932 3.184 6.287  0.31
H 4.108 4.129 4.739  0.39
H 4.071 1.976 4.436  0.06
C -1.312 4.608 4.296  -0.34
C -2.657 5.396 4.299  -0.71
O -2.801 5.987 2.977  -0.57
H -1.264 3.974 5.181  0.41
H -0.436 5.256 4.262  0.25
H -1.250 3.923 3.451  -0.06
H -2.733 6.117 5.113  0.42
H -3.416 4.629 4.452  0.19
H -2.212 6.739 2.878  0.26
C 1.750 -4.994 -0.533  1.24
C 1.753 -6.416 0.011  -0.54
O 2.030 -6.377 1.364  -0.64
H 0.990 -4.485 0.060  -0.53
H 1.432 -4.955 -1.575  -0.11
H 2.672 -4.418 -0.456  -0.20
H 2.382 -7.105 -0.553  0.30
H 0.731 -6.791 -0.048  -0.12
H 2.917 -6.009 1.365  0.42
C 5.502 -7.250 0.539  -1.39
C 5.289 -5.717 0.680  0.29
O 4.592 -5.473 1.865  -0.69
H 4.606 -7.834 0.752  0.23
H 6.333 -7.609 1.146  0.37
H 5.725 -7.529 -0.491  0.40
H 4.695 -5.301 -0.134  -0.14
H 6.173 -5.083 0.734  0.49
H 4.682 -4.543 2.084  0.50
C -6.098 -0.930 1.126  0.15
C -6.471 0.197 0.116  -0.16
O -7.813 0.142 -0.180  -0.63
H -5.027 -0.890 1.323  -0.28
H -6.391 -1.888 0.695  -0.08
H -6.681 -0.957 2.046  0.35
H -5.877 0.102 -0.792  0.15
H -6.285 1.224 0.430  0.17
H -7.937 -0.606 -0.769  0.34
C -1.956 -6.889 1.941  -0.85
C -1.090 -6.208 3.092  -0.40
O -0.356 -5.241 2.416  -0.31
H -2.718 -6.201 1.576  0.00
H -2.629 -7.611 2.402  0.49
H -1.384 -7.333 1.126  0.19
H -0.375 -6.917 3.509  0.40
H -1.604 -5.698 3.907  0.38
H 0.419 -5.637 2.012  0.12
O 0.007 2.637 0.644  2.81
H 0.342 2.325 1.484  -0.60
H -0.862 2.984 0.847  -0.96
O -4.821 2.000 -4.684  -0.67
H -5.386 2.614 -4.216  0.28
H -4.128 1.786 -4.059  0.31
O 0.775 1.867 3.003  1.00
H 0.243 1.264 3.521  -0.57
H 1.606 1.921 3.476  -0.50
O -2.714 1.758 -2.709  0.43
H -2.474 2.681 -2.624  0.20
H -2.173 1.308 -2.060  -0.08
C 3.462 3.400 -4.730  -0.86
C 2.020 3.027 -5.114  0.35
C 1.049 2.759 -3.976  -0.03
O 1.396 4.006 -5.882  -0.61
H 3.431 4.390 -4.274  -0.05
H 4.212 3.517 -5.512  0.41
H 3.856 2.777 -3.926  0.20
H 1.958 2.075 -5.640  0.27
H 0.068 2.423 -4.310  0.30
H 0.909 3.656 -3.374  -0.05
H 1.511 2.056 -3.283  -0.27
H 1.104 4.681 -5.266  0.40
C 4.361 -2.019 -2.328  -1.29
C 2.958 -2.141 -2.971  2.13
C 2.683 -1.149 -4.100  -0.91
O 2.940 -3.459 -3.568  -0.66
H 4.404 -2.698 -1.476  0.01
H 4.649 -1.053 -1.913  0.14
H 5.182 -2.243 -3.009  0.44
H 2.166 -2.069 -2.225  -0.46
H 3.370 -1.141 -4.947  0.40
H 2.752 -0.136 -3.706  0.06
H 1.661 -1.292 -4.451  -0.03
H 2.098 -3.610 -4.003  0.30
C -5.125 -3.275 -2.033  0.37
C -5.913 -4.583 -2.059  0.70
C -6.540 -4.848 -0.682  -1.24
O -6.940 -4.345 -2.988  -0.60
H -4.069 -3.435 -1.813  -0.30
H -5.490 -2.588 -1.270  -0.61
H -5.220 -2.787 -3.003  0.45
H -5.319 -5.432 -2.396  0.11
H -5.732 -4.976 0.038  0.18
H -7.219 -5.700 -0.659  0.41
H -7.252 -4.059 -0.439  0.28
H -6.530 -4.036 -3.799  0.35
C 6.244 -0.516 0.624  -0.53
C 7.258 -0.432 1.736  0.74
C 7.826 0.946 2.001  -1.49
O 6.746 -0.975 2.945  -0.50
H 6.559 -0.182 -0.365  0.64
H 5.352 0.063 0.861  -0.36
H 5.902 -1.544 0.506  0.15
H 8.146 -0.987 1.433  0.14
H 8.582 0.953 2.786  0.40
H 7.058 1.655 2.312  0.21
H 8.251 1.453 1.135  0.39
H 7.455 -1.131 3.573  0.28
C 3.288 -1.173 2.243  0.22
C 3.675 -2.317 3.235  0.83
C 2.580 -3.359 3.306  -1.26
O 4.828 -2.930 2.808  -0.67
H 4.074 -0.434 2.396  0.24
H 2.370 -0.721 2.619  -0.41
H 3.034 -1.424 1.213  -0.16
H 3.969 -1.887 4.192  0.28
H 2.924 -4.166 3.952  0.60
H 2.279 -3.741 2.330  0.06
H 1.709 -2.904 3.777  -0.03
H 5.478 -2.234 2.681  0.12
C 4.378 6.542 -2.127  -1.52
C 3.071 6.799 -1.479  1.47
C 2.606 8.273 -1.639  -1.69
O 2.072 6.002 -2.000  -0.35
H 5.181 7.207 -1.808  0.40
H 4.279 6.646 -3.207  0.33
H 4.657 5.505 -1.939  0.24
H 3.038 6.525 -0.424  0.07
H 3.268 8.953 -1.103  0.39
H 1.563 8.418 -1.358  0.31
H 2.661 8.541 -2.694  0.42
H 2.245 5.125 -1.650  0.12
C -3.192 6.496 -1.330  -1.26
C -3.118 5.288 -2.351  1.11
C -3.326 5.798 -3.735  -1.84
O -1.860 4.661 -2.258  -0.41
H -2.439 7.270 -1.480  0.30
H -3.139 6.270 -0.265  0.13
H -4.164 6.973 -1.460  0.48
H -3.867 4.531 -2.115  0.16
H -2.728 6.647 -4.064  0.36
H -4.350 6.116 -3.931  0.42
H -3.128 5.013 -4.465  0.41
H -1.700 4.509 -1.324  0.01
C -2.108 -6.630 -3.790  -1.04
C -1.179 -6.261 -2.596  0.29
C -1.719 -4.983 -1.853  0.15
O -1.205 -7.361 -1.693  -0.51
H -1.781 -5.967 -4.590  0.17
H -3.154 -6.461 -3.535  0.14
H -1.899 -7.653 -4.104  0.38
H -0.207 -5.994 -3.011  0.20
H -2.795 -5.019 -1.681  0.05
H -1.436 -4.117 -2.452  0.16
H -1.276 -4.823 -0.870  -0.54
H -0.541 -7.991 -1.985  0.40

Values from the calculation:
- spin multiplicity = 1
- HOMO (Ha) = -0.352
- energy relative to the best compared isomer or geometry (same formula, charge and spin) (kJ/mol) = 0.00
- LUMO level (eV) = 0.007


Record 2
C54H37FNO34 | ωB97M-V/def2-TZVPD

Last column: Mulliken charge in e.
Cartesian coordinates (Å):
O 0.827 -2.273 2.444  -0.30
C 0.645 -2.856 1.232  0.10
O -0.605 -2.515 0.503  -0.15
F -0.732 -1.202 0.730  0.00
C 1.828 -3.833 0.651  0.63
C 1.932 -5.412 1.100  -0.56
C 3.214 -6.265 0.467  0.03
N 4.252 -5.622 -0.474  0.03
C 4.142 -4.149 -0.915  -0.15
C 2.923 -3.153 -0.377  -0.35
H 1.150 -5.895 1.834  0.37
H 3.330 -7.384 0.789  0.34
H 5.071 -6.170 -0.838  0.38
H 4.970 -3.706 -1.625  0.36
H 2.878 -2.019 -0.716  0.34
C 8.019 -8.136 -1.574  -0.89
C 6.926 -8.496 -0.898  0.31
C 6.931 -9.678 0.007  1.09
O 5.916 -9.973 0.629  -0.61
C 8.172 -10.460 0.114  -0.85
C 9.264 -10.102 -0.565  0.31
C 9.268 -8.904 -1.448  0.69
O 10.292 -8.589 -2.045  -0.44
O 10.434 -10.833 -0.471  -0.56
O 5.748 -7.781 -1.014  -0.61
H 8.031 -7.277 -2.234  0.43
H 8.157 -11.327 0.761  0.43
H 11.077 -10.373 -1.053  0.34
H 5.107 -8.238 -0.427  0.24
C 1.143 0.984 3.360  -0.51
C 1.852 1.339 2.287  0.42
C 1.996 2.768 1.894  0.91
O 2.670 3.066 0.914  -0.63
C 1.308 3.781 2.710  -0.82
C 0.596 3.425 3.781  0.19
C 0.475 1.998 4.190  0.96
O -0.171 1.703 5.190  -0.70
O -0.055 4.370 4.552  -0.61
O 2.480 0.391 1.501  -0.53
H 1.031 -0.051 3.658  0.35
H 1.407 4.814 2.403  0.44
H -0.498 3.864 5.267  0.35
H 2.928 0.898 0.789  0.34
C 0.294 -2.030 8.141  -0.65
C 0.778 -1.148 7.264  0.21
C 1.654 -1.576 6.139  0.95
O 2.068 -0.746 5.338  -0.64
C 1.997 -3.003 6.038  -1.02
C 1.517 -3.885 6.917  0.42
C 0.618 -3.460 8.025  0.89
O 0.178 -4.296 8.807  -0.60
O 1.838 -5.227 6.829  -0.59
O 0.480 0.198 7.368  -0.62
H -0.346 -1.733 8.962  0.44
H 2.650 -3.299 5.226  0.48
H 1.367 -5.657 7.576  0.36
H 0.945 0.627 6.617  0.28
C -4.240 1.585 0.861  -1.05
C -5.549 1.350 0.967  0.26
C -6.163 0.958 2.266  1.12
O -7.372 0.767 2.336  -0.66
C -5.275 0.808 3.430  -0.77
C -3.966 1.039 3.323  0.21
C -3.357 1.458 2.031  1.07
O -2.152 1.681 1.969  -0.48
O -3.125 0.897 4.412  -0.58
O -6.385 1.465 -0.129  -0.55
H -3.781 1.873 -0.076  0.47
H -5.732 0.505 4.363  0.48
H -2.229 1.122 4.081  0.15
H -7.283 1.246 0.204  0.33
C -5.811 5.641 4.185  -1.09
C -5.729 6.697 3.374  0.51
C -6.633 6.842 2.199  0.95
O -6.547 7.833 1.483  -0.64
C -7.604 5.768 1.941  -0.87
C -7.684 4.710 2.750  0.12
C -6.799 4.579 3.940  0.84
O -6.908 3.604 4.676  -0.63
O -8.593 3.696 2.511  -0.59
O -4.801 7.698 3.596  -0.58
H -5.162 5.524 5.044  0.46
H -8.243 5.877 1.073  0.89
H -8.456 3.047 3.236  0.36
H -4.942 8.349 2.875  0.35
C -8.933 5.940 -4.060  -0.94
C -9.051 6.235 -2.763  0.33
C -8.968 5.177 -1.719  0.83
O -9.061 5.481 -0.535  -0.62
C -8.779 3.786 -2.160  -1.03
C -8.664 3.491 -3.456  0.57
C -8.720 4.552 -4.499  0.93
O -8.593 4.252 -5.681  -0.64
O -8.489 2.186 -3.878  -0.58
O -9.254 7.537 -2.343  -0.59
H -8.989 6.699 -4.829  0.61
H -8.738 3.025 -1.391  0.43
H -8.432 2.233 -4.857  0.34
H -9.305 7.490 -1.364  0.34
C -6.827 7.158 -7.820  -0.91
C -6.118 7.514 -8.894  0.51
C -5.974 8.943 -9.287  0.77
O -5.300 9.240 -10.267  -0.60
C -6.662 9.955 -8.470  -0.78
C -7.374 9.599 -7.399  0.22
C -7.495 8.173 -6.991  0.81
O -8.141 7.878 -5.991  -0.53
O -8.025 10.545 -6.629  -0.58
O -5.490 6.566 -9.680  -0.57
H -6.939 6.123 -7.522  0.48
H -6.563 10.988 -8.777  0.42
H -8.468 10.038 -5.913  0.34
H -5.042 7.072 -10.392  0.35
C 15.268 -5.682 -3.675  -0.89
C 14.493 -5.592 -4.757  0.34
C 13.198 -6.324 -4.844  0.91
O 12.498 -6.207 -5.844  -0.61
C 12.810 -7.175 -3.709  -0.72
C 13.587 -7.267 -2.628  0.24
C 14.868 -6.514 -2.530  0.80
O 15.552 -6.604 -1.516  -0.61
O 13.230 -8.067 -1.559  -0.49
O 14.863 -4.814 -5.838  -0.55
H 16.210 -5.154 -3.597  0.42
H 11.876 -7.715 -3.793  0.49
H 13.953 -7.964 -0.902  0.35
H 14.138 -4.913 -6.492  0.35

Values from the calculation:
- spin multiplicity = 1
- HOMO (Ha) = -0.392
- charge = +1
- LUMO level (eV) = -5.810


Record 3
C54H42AlBrNO4P2S2 | ωB97M-V/def2-TZVPD

Last column: Mulliken charge in e.
Cartesian coordinates (Å):
Al 0.615 0.471 -1.355  0.62
O -0.991 1.307 -1.321  -0.39
S -1.664 1.228 0.085  1.85
C -1.657 2.940 0.544  -0.66
C -2.448 3.935 -0.001  0.09
C -2.456 5.234 0.522  -1.47
C -1.701 5.503 1.639  0.33
C -1.487 6.747 2.440  -0.95
C -0.570 6.317 3.613  -0.88
C -0.108 4.940 3.251  0.12
C 0.846 4.100 3.767  -1.41
C 1.110 2.895 3.101  -0.28
C 0.373 2.454 2.009  -0.18
P 0.980 0.979 1.106  1.51
C 0.429 -0.369 2.201  1.28
C -0.814 -0.253 2.822  -0.94
C -1.298 -1.272 3.617  -0.94
C -0.547 -2.421 3.814  -0.82
C 0.691 -2.543 3.204  -0.99
C 1.173 -1.529 2.394  0.20
C 2.773 1.216 1.214  0.96
C 3.265 2.044 0.202  -0.91
C 4.607 2.360 0.145  -0.87
C 5.478 1.843 1.093  -0.75
C 4.991 1.018 2.096  -0.91
C 3.644 0.712 2.175  0.23
C -0.714 3.238 1.557  -0.59
C -0.847 4.506 2.140  1.28
C -3.361 0.757 -0.182  0.63
C -4.352 1.527 0.408  -0.53
C -5.675 1.098 0.535  -1.75
C -5.993 -0.157 0.086  0.29
C -7.267 -0.935 0.175  -0.88
C -6.976 -2.254 -0.568  -0.74
C -5.526 -2.183 -0.922  -0.14
C -4.698 -3.084 -1.537  -1.27
C -3.358 -2.735 -1.703  0.27
C -2.796 -1.536 -1.266  -0.09
P -0.988 -1.495 -1.602  2.52
C -0.514 -3.185 -1.085  0.51
C -0.065 -4.157 -1.970  -0.24
C 0.288 -5.409 -1.496  -0.76
C 0.184 -5.696 -0.146  -0.85
C -0.285 -4.736 0.736  -0.66
C -0.627 -3.480 0.273  -0.53
C -0.912 -1.486 -3.422  0.95
C 0.321 -1.690 -4.050  -0.13
C 0.458 -1.514 -5.413  -0.90
C -0.633 -1.126 -6.173  -0.84
C -1.863 -0.947 -5.565  -0.81
C -2.006 -1.114 -4.198  -1.01
C -3.638 -0.560 -0.659  -2.02
C -4.995 -0.944 -0.520  1.59
H -3.057 3.716 -0.865  0.76
H -3.059 5.990 0.048  0.46
H -0.980 7.490 1.819  0.31
H -2.426 7.197 2.763  0.39
H 0.262 7.006 3.754  0.39
H -1.123 6.283 4.554  0.32
H 1.421 4.365 4.639  0.51
H 1.938 2.294 3.451  0.58
H -1.395 0.649 2.689  0.43
H -2.257 -1.162 4.097  0.51
H -0.921 -3.211 4.447  0.44
H 1.289 -3.429 3.361  0.54
H 2.146 -1.631 1.935  -0.15
H 2.574 2.445 -0.539  0.39
H 4.980 2.995 -0.644  0.48
H 6.541 2.019 1.016  0.59
H 5.680 0.602 2.814  0.49
H 3.283 0.077 2.971  0.46
H -4.099 2.498 0.804  0.55
H -6.405 1.744 0.997  0.49
H -7.501 -1.119 1.225  0.32
H -8.108 -0.384 -0.246  0.37
H -7.185 -3.126 0.052  0.32
H -7.590 -2.350 -1.462  0.28
H -5.048 -4.046 -1.872  0.52
H -2.714 -3.450 -2.200  0.59
H -0.010 -3.944 -3.028  0.45
H 0.631 -6.164 -2.185  0.49
H 0.454 -6.675 0.216  0.44
H -0.393 -4.972 1.783  0.56
H -1.004 -2.726 0.953  0.32
H 1.191 -2.011 -3.488  0.19
H 1.423 -1.659 -5.872  0.51
H -0.519 -0.963 -7.234  0.44
H -2.714 -0.660 -6.162  0.47
H -2.972 -0.963 -3.738  0.38
N 2.063 -1.063 -1.012  0.02
C 3.532 -0.976 -0.995  0.67
C 4.245 -1.597 0.024  -0.27
C 5.625 -1.475 0.066  -0.89
C 6.271 -0.759 -0.917  -0.36
C 5.579 -0.207 -1.971  -1.07
C 4.198 -0.318 -2.018  -0.31
S 8.058 -0.404 -0.713  1.26
O 8.477 -0.004 -2.036  -0.71
O 8.587 -1.647 -0.196  -0.69
O 7.963 0.678 0.262  -0.66
H 1.791 -1.554 -0.152  -0.35
H 1.833 -1.709 -1.775  0.20
H 3.739 -2.192 0.772  0.38
H 6.214 -1.942 0.838  0.55
H 6.131 0.295 -2.750  0.56
H 3.653 0.100 -2.848  0.34
Br 1.314 1.488 -3.243  -0.43

Values from the calculation:
- spin multiplicity = 1
- HOMO (Ha) = -0.342
- charge = +1
- energy relative to the best compared isomer or geometry (same formula, charge and spin) (kJ/mol) = 92.08
- LUMO level (eV) = -3.661


| no. | HOMO-LUMO gap (eV) |
| --- | --- |
| 1 | 9.596 |
| 2 | 4.848 |
| 3 | 5.655 |